(1)
This record from the OMol25 dataset describes an isolated molecule of C10H8O2. The level of theory is ωB97M-V/def2-TZVPD.

Structure (XYZ):
```
20
Properties=species:S:1:pos:R:3:nbo_charge:R:1
C -2.854 -0.663 -2.149 -0.26
C -1.297 -0.083 -0.401 0.76
C 0.129 0.105 -0.120 -0.13
C 0.954 0.888 -1.018 -0.15
C 2.285 1.269 -0.678 -0.23
C 2.829 0.928 0.534 -0.19
C 2.017 0.212 1.506 -0.17
C 0.700 -0.107 1.207 -0.09
C 0.008 -0.776 2.293 -0.02
C -0.448 -1.521 3.166 -0.21
H -3.244 -1.534 -1.633 0.20
H -2.848 -0.784 -3.201 0.20
H -3.492 0.238 -1.908 0.20
H 0.467 1.296 -1.983 0.23
H 2.833 1.843 -1.426 0.22
H 3.882 1.035 0.596 0.22
H 2.604 -0.086 2.419 0.24
H -0.854 -1.917 4.093 0.25
O -1.456 -0.531 -1.664 -0.51
O -2.216 0.188 0.368 -0.57
```

Results
- relative energy (zero: lowest compared OMol25 entry of this formula, charge and spin) (kcal/mol) = 70.8
- SMILES string = C#Cc1ccccc1C(=O)OC
- Kohn-Sham gap (eV) = 9.2
- calculated total energy (eV) = -14591.971

***

(2)
This record from the OMol25 dataset describes a structure of composition C10H8O2S. The level of theory is ωB97M-V/def2-TZVPD.

Structure (XYZ):
```
21
Properties=species:S:1:pos:R:3:nbo_charge:R:1
C 3.166 -0.649 -0.028 -0.18
C 2.733 -0.305 1.221 -0.21
C 2.540 -0.194 -1.143 -0.19
C 1.591 0.409 1.425 -0.19
C 1.381 0.488 -1.043 -0.20
C 0.883 0.718 0.226 -0.26
C -2.927 -1.126 -1.175 -0.24
C -3.067 -1.358 0.381 -0.29
C -3.763 -0.220 -0.361 -0.28
C -2.301 -0.159 -0.095 -0.20
O -0.942 2.209 1.575 -0.87
O -0.753 2.490 -0.897 -0.88
S -0.724 1.626 0.263 2.07
H 4.079 -1.243 -0.095 0.22
H 3.200 -0.702 2.137 0.22
H 2.879 -0.418 -2.097 0.22
H 1.422 0.676 2.497 0.26
H 0.932 0.884 -1.898 0.25
H -2.718 -1.637 -2.066 0.25
H -3.062 -1.897 1.298 0.26
H -4.550 0.408 -0.126 0.25
```

Results
- relative energy (zero: lowest compared OMol25 entry of this formula, charge and spin) (kcal/mol) = 201.3
- Kohn-Sham gap (eV) = 7.6
- calculated total energy (eV) = -25421.187

***

(3)
This record from the OMol25 dataset describes the ion C10H9Br2N2OP with charge +2. The level of theory is ωB97M-V/def2-TZVPD.

Structure (XYZ):
```
25
Properties=species:S:1:pos:R:3:nbo_charge:R:1
O 4.487 -2.382 -0.293 -0.95
P 4.640 -0.784 -0.394 1.26
Br 5.000 -0.408 -2.531 -0.14
N 2.831 -0.363 -0.261 -0.53
C 2.201 0.516 -1.052 0.10
C 0.855 0.789 -0.907 -0.20
C 0.129 0.137 0.083 0.03
C -1.334 0.367 0.260 0.03
C -2.099 0.864 -0.798 -0.19
C -3.442 1.103 -0.612 0.09
N -4.034 0.866 0.569 -0.34
Br -5.839 1.256 0.768 0.43
C -3.329 0.361 1.593 0.10
C -1.983 0.101 1.460 -0.19
C 0.804 -0.746 0.922 -0.19
C 2.150 -0.975 0.724 0.09
H 3.801 -2.722 -0.892 0.51
H 2.793 1.007 -1.807 0.26
H 0.399 1.509 -1.563 0.25
H -1.628 1.052 -1.744 0.26
H -4.055 1.489 -1.411 0.27
H -3.871 0.195 2.509 0.27
H -1.449 -0.300 2.303 0.26
H 0.298 -1.260 1.720 0.25
H 2.675 -1.673 1.356 0.26
```

Results
- Kohn-Sham gap (eV) = 7.8
- calculated total energy (eV) = -164902.053
- total charge = +2

***

(4)
This record from the OMol25 dataset describes a cluster of 2 separate species, C10H9Br3 in total. The level of theory is ωB97M-V/def2-TZVPD.

Structure (XYZ):
```
22
Properties=species:S:1:pos:R:3:nbo_charge:R:1
C -1.719 2.197 -0.131 -0.23
C -0.450 2.243 0.468 -0.20
C -2.151 0.940 -0.568 -0.19
C 0.399 1.107 0.613 -0.22
C -1.385 -0.235 -0.483 -0.25
C -0.145 -0.116 0.191 -0.06
C 1.314 -1.410 1.766 -0.34
C 0.599 -1.333 0.590 -0.06
C 3.822 0.365 0.298 -0.31
C 0.753 -2.310 -0.547 -0.45
Br 4.214 1.672 -0.996 0.11
Br 5.083 -0.871 0.299 0.21
Br -0.338 -3.974 -0.398 -0.04
H -2.348 3.189 -0.241 0.23
H 0.020 3.189 0.667 0.21
H -3.107 0.900 -1.181 0.21
H 1.415 0.988 1.113 0.25
H -1.981 -1.182 -0.619 0.24
H 1.289 -0.568 2.519 0.20
H 1.806 -2.213 2.197 0.20
H 1.860 -2.709 -0.726 0.24
H 0.347 -1.742 -1.455 0.24
```

Results
- Kohn-Sham gap (eV) = 7.3
- calculated total energy (eV) = -220638.331

***

(5)
This record from the OMol25 dataset describes a cluster of 2 separate species, C10H9Cl3O in total. The level of theory is ωB97M-V/def2-TZVPD.

Structure (XYZ):
```
23
Properties=species:S:1:pos:R:3:nbo_charge:R:1
C 0.159 -2.543 -1.738 -0.20
C -0.876 -2.435 -0.788 -0.20
C 1.200 -1.673 -1.713 -0.20
C -0.765 -1.399 0.275 -0.18
C 1.277 -0.609 -0.809 -0.16
C 0.285 -0.484 0.164 -0.21
C 0.464 2.613 -0.812 0.33
C -0.665 0.475 2.310 -0.71
C 0.312 0.537 1.196 0.17
C -0.640 2.308 0.023 -0.24
O 0.668 2.161 -1.896 -0.52
Cl 1.851 1.187 1.693 0.02
Cl -1.970 1.516 -0.779 0.05
Cl -0.953 3.416 1.307 0.04
H 0.275 -3.288 -2.652 0.23
H -1.654 -3.215 -0.766 0.22
H 1.898 -1.748 -2.527 0.22
H -1.398 -1.534 1.156 0.23
H 2.074 0.155 -0.919 0.24
H 1.230 3.389 -0.234 0.12
H -0.520 1.176 3.116 0.25
H -1.613 0.681 1.767 0.25
H -0.640 -0.686 2.627 0.24
```

Results
- relative energy (zero: lowest compared OMol25 entry of this formula, charge and spin) (kcal/mol) = 36.2
- Kohn-Sham gap (spin up / spin down) (eV) = 7.5 / 7.5
- calculated total energy (eV) = -50127.630

***

(6)
This record from the OMol25 dataset describes a cluster of 2 separate species, C10H9ClN2O in total. The level of theory is ωB97M-V/def2-TZVPD.

Structure (XYZ):
```
23
Properties=species:S:1:pos:R:3:nbo_charge:R:1
C -1.851 1.357 -2.116 -0.33
C -1.432 0.116 -2.540 -0.25
C -1.370 1.486 -0.801 -0.08
C -0.778 -0.499 -1.442 -0.10
C 1.776 0.925 1.148 -0.04
C 0.639 1.219 1.732 -0.31
C 1.355 -1.357 1.500 0.28
C -0.615 -1.916 -1.121 0.39
C 2.238 -0.456 0.792 -0.57
C -0.318 0.081 1.880 0.35
N 0.150 -1.232 1.891 -0.48
N -0.758 0.386 -0.456 -0.46
O -0.576 -2.843 -1.903 -0.57
Cl -1.798 0.395 2.515 0.20
H -2.551 1.980 -2.584 0.21
H -1.543 -0.317 -3.495 0.22
H -1.480 2.482 -0.175 0.18
H 2.518 1.687 0.952 0.22
H 0.052 2.132 1.783 0.25
H 1.743 -2.394 1.633 0.20
H -0.680 -1.998 0.058 0.09
H 2.035 -0.563 -0.272 0.31
H 3.243 -0.671 1.020 0.26
```

Results
- relative energy (zero: lowest compared OMol25 entry of this formula, charge and spin) (kcal/mol) = 73.6
- Kohn-Sham gap (eV) = 5.4
- calculated total energy (eV) = -28060.972

***

(7)
This record from the OMol25 dataset describes an isolated molecule of C10H9ClN2OS. The level of theory is ωB97M-V/def2-TZVPD.

Structure (XYZ):
```
24
Properties=species:S:1:pos:R:3:nbo_charge:R:1
C -0.029 -1.171 -0.541 -0.07
C -0.498 -1.667 0.474 -0.02
C -2.552 -0.781 2.843 -0.25
C 0.633 -0.490 -1.476 -0.09
C 2.176 2.586 -2.493 0.46
C -1.509 -0.681 3.658 -0.20
C 1.534 0.482 -3.390 0.76
C -2.514 -1.877 1.828 -0.43
C -1.069 -2.288 1.665 -0.35
C 2.447 3.481 -1.334 -0.74
N 0.815 -0.551 -2.803 -0.57
N 1.765 1.399 -2.461 -0.57
O 1.916 0.427 -4.540 -0.57
S -0.132 -1.681 3.206 0.25
Cl -1.300 0.573 4.836 0.03
H -3.471 -0.273 3.010 0.22
H -3.072 -2.793 2.205 0.22
H -2.843 -1.579 0.860 0.24
H -0.832 -3.409 1.750 0.25
H 1.395 3.703 -0.977 0.26
H 2.856 4.430 -1.702 0.24
H 3.100 2.983 -0.504 0.25
H 0.276 -1.123 -3.380 0.42
H 0.906 0.301 -0.733 0.27
```

Results
- relative energy (zero: lowest compared OMol25 entry of this formula, charge and spin) (kcal/mol) = 163.4
- Kohn-Sham gap (spin up / spin down) (eV) = 7.9 / 6.2
- calculated total energy (eV) = -38894.471

***

(8)
This record from the OMol25 dataset describes an isolated molecule of C10H9ClO. The level of theory is ωB97M-V/def2-TZVPD.

Structure (XYZ):
```
21
Properties=species:S:1:pos:R:3:nbo_charge:R:1
C -1.572 0.703 -1.945 -0.25
C -0.207 0.566 -2.387 -0.23
C -1.851 0.872 -0.645 -0.15
C 0.787 0.405 -1.508 -0.15
C -0.786 0.851 0.355 -0.37
C 0.528 0.253 -0.060 -0.10
C -1.052 1.439 1.495 0.76
C 1.707 0.214 0.882 -0.41
C 1.014 -1.073 0.565 -0.01
C 0.177 -1.780 1.595 -0.62
O -1.358 1.922 2.511 -0.44
Cl 1.844 -2.204 -0.505 -0.03
H -2.359 0.714 -2.682 0.22
H -0.004 0.622 -3.445 0.22
H -2.854 1.060 -0.297 0.21
H 1.813 0.310 -1.831 0.22
H 2.685 0.388 0.457 0.23
H 1.588 0.613 1.879 0.22
H -0.179 -1.071 2.340 0.22
H 0.765 -2.549 2.096 0.23
H -0.687 -2.255 1.129 0.22
```

Results
- relative energy (zero: lowest compared OMol25 entry of this formula, charge and spin) (kcal/mol) = 15.7
- SMILES string = C[C@]1(Cl)C[C@@]12C=CC=CC2=C=O
- Kohn-Sham gap (eV) = 8.2
- calculated total energy (eV) = -25083.713

***

(9)
This record from the OMol25 dataset describes a structure of composition C10H9CuN2O5Se. The level of theory is ωB97M-V/def2-TZVPD.

Structure (XYZ):
```
28
Properties=species:S:1:pos:R:3:lowdin_spin:R:1
O -0.580 3.116 -6.592 0.00
C -0.739 2.545 -5.605 0.00
Cu -0.507 1.174 -1.986 0.09
C -0.910 1.718 -0.320 0.02
O -1.011 1.821 0.825 0.01
C -0.291 -0.775 -1.925 0.01
O -0.856 -1.602 -2.549 -0.01
C 0.988 1.640 -2.918 0.02
O 2.064 1.733 -3.322 0.01
C -2.160 0.910 -3.097 0.33
O -3.285 1.119 -2.785 0.34
H -1.770 0.502 -4.086 0.10
C 2.944 -0.139 2.210 0.00
N 1.599 -0.628 2.433 0.00
C 0.883 -0.567 3.623 0.00
C -0.388 -0.967 3.352 0.00
N -0.445 -1.210 1.979 0.00
C -1.672 -1.583 1.289 0.00
C 0.792 -1.045 1.409 0.01
Se 1.332 -1.363 -0.351 0.05
H 3.453 -0.117 3.181 0.00
H 2.916 0.880 1.789 0.00
H 3.462 -0.813 1.510 0.00
H 1.335 -0.254 4.557 0.00
H -1.242 -1.078 4.002 0.00
H -1.921 -2.632 1.526 0.00
H -2.483 -0.922 1.642 0.00
H -1.509 -1.465 0.209 0.00
```

Results
- relative energy (zero: lowest compared OMol25 entry of this formula, charge and spin) (kcal/mol) = 0.0
- Kohn-Sham gap (spin up / spin down) (eV) = 7.6 / 6.0
- spin multiplicity = 2
- calculated total energy (eV) = -133710.007
- total charge = +1

***

(10)
This record from the OMol25 dataset describes an isolated molecule of C10H9F3O. The level of theory is ωB97M-V/def2-TZVPD.

Structure (XYZ):
```
23
Properties=species:S:1:pos:R:3:nbo_charge:R:1
C -2.333 -0.708 2.313 -0.23
C 1.655 1.475 2.466 0.02
C -1.255 -0.393 1.881 0.05
C 0.947 0.565 1.823 0.05
C 0.286 3.091 1.632 0.22
C -0.196 -1.293 -0.991 -0.60
C 0.800 1.110 -1.050 -0.62
C -0.211 0.111 -0.369 -0.25
C -0.080 0.131 1.133 -0.07
C -0.608 4.344 1.959 0.84
O 1.035 2.732 2.603 -0.44
F 0.060 5.448 1.564 -0.33
F -1.060 4.601 3.138 -0.30
F -1.709 4.190 1.190 -0.33
H -3.189 -0.887 2.888 0.24
H 2.532 1.449 3.003 0.21
H -0.656 -1.170 -2.049 0.22
H -0.775 -1.979 -0.321 0.23
H 0.854 -1.537 -1.259 0.21
H 1.773 0.436 -1.080 0.20
H 0.513 1.290 -2.073 0.21
H 0.857 2.124 -0.596 0.25
H -1.207 0.366 -0.555 0.22
```

Results
- relative energy (zero: lowest compared OMol25 entry of this formula, charge and spin) (kcal/mol) = 82.9
- Kohn-Sham gap (eV) = 9.0
- calculated total energy (eV) = -20708.494

***

Question: Number 1 is which compound?
Answer: C10H8O2

***

Question: Among the records above, which one has the lowest calculated total energy?
Answer: C10H9Br3

***

Question: Look up the calculated total energy of the first one.
Answer: -14591.971 eV

***

Question: calculated total energy of number 10 (C10H9F3O)?
Answer: -20708.494 eV